Model A:
The molecule C3H3NO, computed with ωB97M-V with the def2-TZVPD basis set.

Geometry as ORCA input:
```
! wB97M-V def2-TZVPD RIJCOSX def2/J DEFGRID3
* xyz 0 1
C -1.29 -0.23 -0.04
C 0.12 -0.14 0.09
C -0.74 0.97 -0.04
N 1.32 -0.56 0.01
O 2.29 0.24 0.02
H -2.19 -0.80 -0.03
H 1.43 -1.51 -0.09
H -0.94 2.04 0.08
*
```

Calculated values
SMILES: [O-][NH+]=c1cc1
Kohn-Sham gap (spin up / spin down) in eV: 8.07 / 8.07

---

Model B:
A 2-piece molecular cluster, C3H3NO overall, computed with ωB97M-V with the def2-TZVPD basis set.

Geometry as ORCA input:
```
! wB97M-V def2-TZVPD RIJCOSX def2/J DEFGRID3
* xyz 0 1
C 0.19 -1.27 0.19
C -0.18 0.09 0.08
C 1.20 -0.29 0.18
N -1.15 0.86 0.00
O 3.21 0.52 0.01
H -0.16 -2.35 0.02
H -1.99 0.53 -0.37
H -1.13 1.90 -0.12
*
```

Calculated values
Kohn-Sham gap (spin up / spin down) in eV: 9.06 / 9.05

---

Model C:
The molecule C3H3NO, computed with ωB97M-V with the def2-TZVPD basis set.

Geometry as ORCA input:
```
! wB97M-V def2-TZVPD RIJCOSX def2/J DEFGRID3
* xyz 0 1
O 0.98 0.71 -0.18
C -0.19 1.18 0.34
C -1.20 0.27 0.55
C -0.52 -0.86 0.10
N 0.76 -0.63 -0.28
H -0.11 2.25 0.50
H 1.17 -1.00 -1.13
H -0.84 -1.90 0.02
*
```

Calculated values
SMILES: C1=CNOC=1
Kohn-Sham gap in eV: 8.53

---

Model D:
C3H3NO as an isolated structure, computed with ωB97M-V with the def2-TZVPD basis set.

Geometry as ORCA input:
```
! wB97M-V def2-TZVPD RIJCOSX def2/J DEFGRID3
* xyz 0 1
C 1.25 0.11 -0.05
C 0.19 0.96 -0.09
N -1.83 -0.57 0.10
C -0.65 -0.18 0.04
O 0.63 -1.03 0.06
H -1.93 -1.58 0.20
H 2.32 0.28 -0.08
H 0.03 2.02 -0.17
*
```

Calculated values
Kohn-Sham gap in eV: 9.81

---

Verdict on stability: model D comes out on top.

---

Model A:
A 2-piece molecular cluster, C3H3NO overall, computed with ωB97M-V with the def2-TZVPD basis set.

Geometry as ORCA input:
```
! wB97M-V def2-TZVPD RIJCOSX def2/J DEFGRID3
* xyz 0 1
C -2.32 0.40 0.26
C 0.85 -0.11 -0.22
C 2.10 -0.37 -0.07
N -2.19 0.38 -0.87
O 3.18 -0.65 0.16
H -2.40 0.42 1.28
H 0.39 -0.70 -0.97
H 0.40 0.63 0.42
*
```

Calculated values
SMILES: C=C=O.C#N
Kohn-Sham gap in eV: 10.00

---

Model B:
A 2-piece molecular cluster, C3H3NO overall, computed with ωB97M-V with the def2-TZVPD basis set.

Geometry as ORCA input:
```
! wB97M-V def2-TZVPD RIJCOSX def2/J DEFGRID3
* xyz 0 1
O 0.44 -1.71 0.07
C 1.05 -0.62 0.42
C -0.46 1.80 -0.01
C -0.68 0.61 0.06
N -0.66 -2.22 -0.09
H 1.72 -0.34 -0.41
H -0.21 2.84 -0.05
H -1.20 -0.36 0.01
*
```

Calculated values
Kohn-Sham gap (spin up / spin down) in eV: 8.09 / 8.07

---

Verdict on stability: model A comes out on top.